{"formula": "C39H51F6KN5O7P2S", "method": "ωB97M-V with the def2-TZVPD basis set", "symbols": ["K", "N", "C", "C", "O", "N", "C", "C", "O", "O", "H", "H", "H", "H", "H", "H", "O", "C", "O", "C", "C", "C", "C", "C", "N", "C", "O", "O", "H", "H", "H", "H", "S", "C", "C", "C", "N", "C", "C", "C", "C", "C", "N", "C", "C", "H", "H", "H", "H", "H", "H", "H", "H", "F", "P", "F", "F", "F", "F", "F", "C", "C", "C", "C", "C", "C", "P", "C", "C", "C", "C", "C", "C", "C", "C", "C", "C", "C", "C", "H", "H", "H", "H", "H", "H", "H", "H", "H", "H", "H", "H", "H", "H", "H", "H", "H", "H", "H", "H", "H", "H", "H", "H", "H", "H", "H", "H", "H", "H", "H", "H", "H"], "xyz": [[0.47924, 0.33034, -0.25426], [-0.94554, 2.29283, 1.80326], [-0.08409, 2.23692, 2.98020], [0.42223, 0.83815, 3.35290], [0.27886, 0.40563, 4.49547], [0.99143, 0.18398, 2.31301], [1.85158, -0.84323, 2.59420], [1.10588, -2.39170, 2.60060], [1.82388, -3.19428, 3.19235], [0.03967, -2.44950, 1.99955], [-0.41924, 2.43267, 0.94666], [-1.42541, 1.40573, 1.68873], [-0.63431, 2.60356, 3.85150], [0.78467, 2.88155, 2.82861], [2.34692, -0.79776, 3.56555], [2.56202, -1.00492, 1.78617], [2.29892, -3.19400, -3.58182], [1.13478, -2.51634, -3.44838], [0.10425, -3.08838, -3.19534], [1.29527, -1.05740, -3.68258], [2.32385, -0.58172, -4.47880], [2.41881, 0.79067, -4.67499], [1.48731, 1.61073, -4.08006], [0.49847, 1.04158, -3.27256], [0.39979, -0.26705, -3.08456], [-0.51425, 2.00250, -2.60179], [-0.91571, 2.91859, -3.33487], [-0.81068, 1.74364, -1.41246], [2.11782, -4.11484, -3.36194], [3.02738, -1.26561, -4.93194], [3.21618, 1.20349, -5.28011], [1.50973, 2.68448, -4.18966], [4.51916, -5.48910, 1.06912], [3.55375, -4.13722, 0.43416], [4.19781, -2.93123, 0.19375], [3.45436, -1.89140, -0.34373], [2.15724, -1.99026, -0.62308], [1.55287, -3.14801, -0.37437], [2.20729, -4.26010, 0.13177], [3.26567, -6.41608, 1.93555], [2.79887, -5.98141, 3.16578], [1.85993, -6.77017, 3.81624], [1.37800, -7.90910, 3.32498], [1.81145, -8.29130, 2.12706], [2.75570, -7.58887, 1.39424], [5.24357, -2.80062, 0.43700], [3.92259, -0.93616, -0.55116], [0.49552, -3.19688, -0.60392], [1.66214, -5.17386, 0.31748], [3.12512, -5.04120, 3.58475], [1.47372, -6.47197, 4.78454], [1.37670, -9.20666, 1.73760], [3.08518, -7.93786, 0.42500], [2.39456, 1.04804, -1.15263], [3.54487, 2.09479, -0.66324], [4.71856, 3.10058, -0.17451], [3.44480, 2.87380, -2.07550], [4.67002, 1.10192, -1.30529], [2.41906, 3.05697, -0.03249], [3.65307, 1.29171, 0.74069], [-6.60856, 3.16974, 0.59858], [-5.24079, 3.39807, 1.23298], [-4.48358, 2.06762, 1.36047], [-4.75424, 1.12179, 0.16548], [-5.10089, 1.96082, -1.06685], [-6.42734, 2.71146, -0.85939], [-3.23062, 0.06358, -0.15692], [-3.66523, -0.94828, -1.68215], [-3.19625, -0.24440, -2.96165], [-3.01881, -1.27285, -4.08259], [-4.16008, -2.31127, -4.08248], [-5.39502, -1.76262, -3.36922], [-5.09749, -1.48044, -1.88479], [-3.40823, -1.29314, 1.13593], [-2.72568, -0.85294, 2.44120], [-2.90992, -1.92013, 3.51554], [-4.39571, -2.07214, 3.90075], [-5.32249, -1.53166, 2.80352], [-4.80387, -1.90081, 1.41415], [-7.21446, 4.07933, 0.63895], [-7.14099, 2.40307, 1.17096], [-5.33880, 3.86410, 2.21642], [-4.67062, 4.08801, 0.60542], [-4.78592, 1.57672, 2.28958], [-3.41862, 2.28974, 1.43200], [-5.61037, 0.47702, 0.39806], [-5.18986, 1.33208, -1.95256], [-4.28092, 2.65829, -1.25582], [-7.26372, 2.06428, -1.14232], [-6.45574, 3.57911, -1.52476], [-2.98885, -1.80440, -1.55421], [-2.25607, 0.26125, -2.77848], [-3.91634, 0.52086, -3.26119], [-2.06362, -1.77932, -3.93872], [-2.97699, -0.75208, -5.04365], [-3.83457, -3.22339, -3.57266], [-4.42106, -2.59358, -5.10636], [-6.22582, -2.47113, -3.44623], [-5.71217, -0.84428, -3.87258], [-5.22512, -2.40899, -1.32337], [-5.83621, -0.76530, -1.50975], [-2.76516, -2.07787, 0.72049], [-3.12198, 0.10216, 2.80036], [-1.65762, -0.72900, 2.25669], [-2.30803, -1.66671, 4.38994], [-2.51548, -2.85997, 3.12202], [-4.60076, -1.54212, 4.83559], [-4.62461, -3.12784, 4.07640], [-5.39647, -0.44380, 2.88284], [-6.33262, -1.93073, 2.94005], [-5.52903, -1.58274, 0.66488], [-4.74108, -2.99327, 1.35197]], "largest_force_ha_per_bohr": 0.048, "de_lowest_kj_mol": 76.26, "multiplicity": 2, "gap_ev": [6.953, 6.911], "total_charge": -2}